Below is an isolated ion of composition C5H7N2O2 and charge +1, with properties calculated with ωB97M-V/def2-TZVPD.

Summary:
* E_HOMO (spin up / spin down): -14.6833 / -14.6821 eV
* LUMO level (spin up / spin down): -5.4 / -5.4 eV
* orbital gap (spin up / spin down): 9.27 / 9.27 eV
* total charge: +1
* SMILES string: C=CC[n+]1cc(=O)o[nH]1

Each atom is followed by the atoms it is bonded to, with distances in Å.
Cartesian coordinates (Å):
1 C 1.43 -0.71 0.60  C2 1.326, H10 1.097, H11 1.118
2 C 0.61 -0.36 -0.38  C1 1.326, C3 1.502, H12 1.071
3 C -0.26 0.86 -0.54  C2 1.502, N4 1.493, H13 1.060, H14 1.079
4 N -1.57 0.38 -0.01  C3 1.493, C5 1.303, N9 1.319
5 C -2.28 1.09 0.83  N4 1.303, C6 1.478, H15 1.156
6 C -3.51 0.33 1.14  C5 1.478, O7 1.188, O8 1.438
7 O -4.45 0.59 1.83  C6 1.188
8 O -3.38 -0.82 0.29  C6 1.438, N9 1.349
9 N -2.19 -0.74 -0.34  N4 1.319, O8 1.349, H16 1.042
10 H 1.84 -1.71 0.78  C1 1.097
11 H 1.77 0.14 1.24  C1 1.118
12 H 0.37 -1.21 -0.98  C2 1.071
13 H -0.01 1.68 0.08  C3 1.060
14 H -0.39 1.31 -1.51  C3 1.079
15 H -1.94 2.03 1.40  C5 1.156
16 H -1.98 -1.50 -1.01  N9 1.042

Below is a single C20H25NO5 molecule, with properties calculated with ωB97M-V/def2-TZVPD.

Summary:
* E_HOMO: -8.7039 eV
* LUMO level: 0.6 eV
* orbital gap: 9.26 eV
* SMILES string: CCCCCOc1ccc(C(=O)O[C@@H](C)C(=O)NCc2ccco2)cc1

Each atom is followed by the atoms it is bonded to, with distances in Å.
Cartesian coordinates (Å):
1 C -5.81 -3.24 0.10  C2 1.524, H27 1.087, H28 1.088, H29 1.088
2 C -6.98 -2.43 -0.46  C1 1.524, C3 1.530, H30 1.093, H31 1.092
3 C -6.69 -0.94 -0.64  C2 1.530, C4 1.534, H32 1.091, H33 1.091
4 C -6.42 -0.20 0.67  C3 1.534, C5 1.526, H34 1.091, H35 1.091
5 C -4.94 -0.02 0.96  C4 1.526, O6 1.418, H36 1.096, H37 1.099
6 O -4.42 0.89 0.00  C5 1.418, C7 1.348
7 C -3.11 1.20 0.02  O6 1.348, C8 1.401, C26 1.395
8 C -2.69 2.12 -0.95  C7 1.401, C9 1.373, H38 1.078
9 C -1.37 2.50 -1.02  C8 1.373, C10 1.397, H39 1.079
10 C -0.43 1.98 -0.13  C9 1.397, C11 1.475, C25 1.392
11 C 0.97 2.42 -0.25  C10 1.475, O12 1.206, O13 1.351
12 O 1.36 3.27 -1.00  C11 1.206
13 O 1.79 1.75 0.59  C11 1.351, C14 1.427
14 C 3.17 2.09 0.59  O13 1.427, C15 1.525, C16 1.536, H40 1.098
15 C 3.66 2.19 2.03  C14 1.525, H41 1.088, H42 1.087, H43 1.086
16 C 4.02 1.06 -0.17  C14 1.536, O17 1.212, N18 1.345
17 O 5.21 1.20 -0.29  C16 1.212
18 N 3.32 0.02 -0.66  C16 1.345, C19 1.450, H44 1.009
19 C 3.96 -1.08 -1.36  N18 1.450, C20 1.493, H45 1.094, H46 1.092
20 C 3.92 -2.33 -0.55  C19 1.493, C21 1.364, O24 1.353
21 C 4.76 -2.82 0.41  C20 1.364, C22 1.416, H47 1.070
22 C 4.18 -4.03 0.87  C21 1.416, C23 1.359, H48 1.070
23 C 3.03 -4.18 0.16  C22 1.359, O24 1.344, H49 1.072
24 O 2.86 -3.16 -0.69  C20 1.353, C23 1.344
25 C -0.85 1.06 0.83  C10 1.392, C26 1.381, H50 1.079
26 C -2.17 0.68 0.91  C7 1.395, C25 1.381, H51 1.079
27 H -5.59 -2.94 1.12  C1 1.087
28 H -6.06 -4.30 0.10  C1 1.088
29 H -4.93 -3.09 -0.51  C1 1.088
30 H -7.85 -2.55 0.19  C2 1.093
31 H -7.26 -2.85 -1.44  C2 1.092
32 H -7.56 -0.49 -1.13  C3 1.091
33 H -5.84 -0.81 -1.31  C3 1.091
34 H -6.88 -0.73 1.51  C4 1.091
35 H -6.86 0.80 0.62  C4 1.091
36 H -4.41 -0.98 0.89  C5 1.096
37 H -4.80 0.39 1.97  C5 1.099
38 H -3.42 2.51 -1.63  C8 1.078
39 H -1.04 3.21 -1.77  C9 1.079
40 H 3.29 3.06 0.08  C14 1.098
41 H 3.46 1.25 2.55  C15 1.088
42 H 3.15 3.00 2.56  C15 1.087
43 H 4.73 2.37 2.03  C15 1.086
44 H 2.34 -0.06 -0.45  N18 1.009
45 H 3.46 -1.25 -2.32  C19 1.094
46 H 5.00 -0.78 -1.53  C19 1.092
47 H 5.68 -2.38 0.73  C21 1.070
48 H 4.57 -4.69 1.61  C22 1.070
49 H 2.27 -4.94 0.18  C23 1.072
50 H -0.13 0.66 1.53  C25 1.079
51 H -2.47 -0.02 1.67  C26 1.079

Below is a single C5H10O molecule, with properties calculated with ωB97M-V/def2-TZVPD.

Summary:
* E_HOMO: -10.0542 eV
* LUMO level: 1.0 eV
* orbital gap: 11.09 eV
* SMILES string: CC[C@@]1(C)CO1

Each atom is followed by the atoms it is bonded to, with distances in Å.
Cartesian coordinates (Å):
1 C 1.60 0.61 0.60  C2 1.541, H7 1.098, H8 1.096, H9 1.095
2 C 0.91 0.16 -0.70  C1 1.541, C3 1.527, H10 1.092, H11 1.097
3 C -0.56 -0.15 -0.43  C2 1.527, C4 1.524, C5 1.459, O6 1.430
4 C -0.98 -1.57 -0.09  C3 1.524, H12 1.098, H13 1.094, H14 1.094
5 C -1.22 0.99 0.20  C3 1.459, O6 1.418, H15 1.091, H16 1.086
6 O -1.60 0.56 -1.10  C3 1.430, C5 1.418
7 H 1.37 -0.07 1.43  C1 1.098
8 H 1.26 1.60 0.90  C1 1.096
9 H 2.69 0.66 0.50  C1 1.095
10 H 1.43 -0.72 -1.09  C2 1.092
11 H 0.99 0.97 -1.45  C2 1.097
12 H -1.74 -1.93 -0.80  C4 1.098
13 H -0.14 -2.26 -0.12  C4 1.094
14 H -1.44 -1.61 0.91  C4 1.094
15 H -0.70 1.95 0.19  C5 1.091
16 H -1.86 0.81 1.06  C5 1.086